116
Properties=species:S:1:pos:R:3:forces:R:3 method="wB97M-V/def2-TZVPD" orbital_gap_ha=0.2946 homo_ev=-8.71 smiles="NCCCC1=CC(=O)c2c(CCO)cccc2C1=O.NC(N)=O.NC(N)=O.NC(N)=O.NC(N)=O.NC(N)=O.NC(N)=O.NC(N)=O.NC(N)=O.NC(N)=O.NC(N)=O" e_tot_ha=-3115.23893 charge=0
N 3.230943 -1.805047 1.017726 0.17 -0.25 0.05
C 3.719467 -2.862656 0.117245 -0.12 0.14 0.35
C 4.136075 -2.377475 -1.296279 -0.53 -0.68 0.03
C 3.253918 -1.224329 -1.833129 0.53 -0.39 0.25
C 3.855704 0.164520 -1.719632 0.16 -0.45 -0.12
C 3.056727 1.226105 -1.636931 -0.16 0.17 0.29
C 3.636191 2.599483 -1.481197 -0.01 0.12 -0.12
O 3.152696 3.582983 -2.010334 0.14 -0.60 0.36
C 4.906109 2.639781 -0.641070 -0.76 -0.08 -0.42
C 5.215036 3.678939 0.224849 -0.44 0.70 -0.49
C 4.267673 4.853159 0.391713 -0.13 -0.07 0.32
C 3.005634 4.372900 1.159622 0.48 -0.47 -0.35
O 1.820757 4.905422 0.593584 0.24 0.24 0.21
C 6.395091 3.574485 0.930352 -0.05 0.85 0.49
C 7.228845 2.494979 0.796557 0.97 -0.12 0.59
C 6.921063 1.452485 -0.043707 0.44 -0.07 -0.02
C 5.752556 1.549862 -0.756022 -0.47 -1.10 -0.90
C 5.345777 0.420646 -1.684620 0.02 0.15 -0.21
O 6.149223 -0.191060 -2.361464 -0.41 0.16 0.54
H 2.220816 -1.770939 1.022076 0.06 0.13 -0.05
H 3.604811 -0.893833 0.786032 -0.10 0.02 0.08
H 2.918016 -3.615186 0.067970 0.33 0.29 -0.14
H 4.578077 -3.342737 0.606670 -0.06 0.00 -0.24
H 3.978711 -3.226795 -1.975862 0.23 0.07 0.14
H 5.209190 -2.175140 -1.313436 -0.20 0.29 -0.09
H 2.938797 -1.481684 -2.849134 0.20 0.39 -0.03
H 2.339847 -1.199022 -1.230347 0.02 0.00 -0.26
H 1.976170 1.028044 -1.661802 0.23 0.64 -0.14
H 3.962109 5.249907 -0.577161 -0.02 -0.19 0.08
H 4.771267 5.666577 0.924841 -0.07 -0.18 0.02
H 2.971207 3.277403 1.067821 -0.02 0.14 0.13
H 3.124772 4.594123 2.229371 -0.27 0.13 -0.14
H 1.109306 4.274117 0.740292 -0.11 0.17 0.06
H 6.671006 4.378303 1.608332 -0.04 -0.08 -0.05
H 8.147011 2.485121 1.376092 -0.07 -0.12 -0.06
H 7.581364 0.598794 -0.141790 -0.13 0.03 -0.11
N -2.749283 5.932695 -0.195511 0.17 0.41 0.27
C -1.537166 6.015404 0.435749 0.00 0.07 -0.08
N -0.495999 6.391341 -0.362367 0.04 0.18 0.11
O -1.399230 5.769893 1.623943 -0.01 -0.08 -0.04
H -2.892737 6.123440 -1.169305 -0.14 -0.31 -0.04
H -3.534353 5.654341 0.361958 -0.01 -0.16 -0.12
H 0.412611 6.459786 0.065486 0.03 -0.15 -0.05
H -0.590775 6.591324 -1.339424 -0.04 -0.07 -0.01
N 1.844257 -6.433520 -0.963313 0.10 0.31 -0.13
C 0.861296 -5.769344 -0.299833 -0.10 -0.48 0.02
N -0.159150 -6.523205 0.170689 -0.19 0.27 0.03
O 0.903804 -4.547704 -0.137490 0.01 0.08 -0.19
H 1.846267 -7.424036 -1.110050 0.00 -0.01 0.07
H 2.613754 -5.890206 -1.316423 0.14 -0.18 0.07
H -0.898622 -6.045635 0.667928 0.00 -0.02 0.01
H -0.213210 -7.516284 0.053724 0.09 -0.01 0.02
N -3.118512 -2.375254 1.392888 -0.28 -0.56 0.28
C -2.285755 -3.295140 0.830403 0.18 0.85 -0.36
N -1.271869 -2.781384 0.099589 -0.01 -0.34 -0.30
O -2.445281 -4.510838 0.982479 -0.13 -0.08 0.19
H -3.002079 -1.386521 1.281906 0.06 -0.01 -0.07
H -3.890294 -2.717164 1.948754 -0.07 0.21 0.05
H -0.629356 -3.440354 -0.330591 0.22 0.08 0.31
H -1.127030 -1.797655 -0.032070 -0.10 0.03 0.01
N -6.133582 8.191196 -0.151935 -0.11 -0.05 0.06
C -5.480882 9.295578 -0.618473 -0.04 0.00 0.10
N -4.132258 9.133126 -0.793726 0.16 -0.07 -0.34
O -6.051940 10.343214 -0.864109 0.02 -0.02 -0.05
H -5.678611 7.320175 0.049491 0.04 0.00 -0.12
H -7.123198 8.270051 -0.011740 0.01 0.02 0.00
H -3.618080 9.922152 -1.138975 -0.03 0.04 0.09
H -3.642075 8.277768 -0.596094 -0.03 -0.03 0.18
N -1.548209 0.612501 -4.223066 -0.13 -0.01 0.08
C -0.348701 0.787773 -3.593002 0.05 0.04 -0.16
N 0.670176 1.214646 -4.393716 0.11 -0.04 0.09
O -0.201787 0.576562 -2.399539 0.00 -0.06 0.10
H -1.692547 0.778286 -5.200338 0.05 -0.01 -0.01
H -2.317844 0.297684 -3.662539 0.02 -0.02 0.00
H 1.566453 1.355907 -3.962877 -0.01 0.06 -0.03
H 0.569171 1.393105 -5.374190 -0.03 -0.01 0.00
N -5.469807 -7.060177 1.759012 -0.01 -0.13 0.14
C -5.988605 -6.553961 0.599106 0.00 0.08 -0.05
N -5.280206 -5.520092 0.066922 -0.01 0.11 -0.05
O -7.004820 -6.997363 0.085520 0.02 -0.03 0.05
H -4.636258 -6.708972 2.193720 0.02 0.05 -0.07
H -5.959964 -7.823246 2.185095 -0.01 0.01 -0.02
H -5.624358 -5.119326 -0.784342 -0.03 -0.04 0.01
H -4.442967 -5.150368 0.485234 0.20 -0.01 0.00
N -5.059292 6.930848 -3.735663 0.16 0.07 0.13
C -5.079838 5.683020 -3.189049 -0.14 0.19 -0.19
N -5.466212 4.681719 -4.029500 0.03 -0.16 0.08
O -4.773834 5.476489 -2.021917 -0.03 0.01 -0.04
H -5.306683 7.125564 -4.686970 -0.03 -0.02 0.00
H -4.783369 7.691699 -3.137819 -0.09 0.02 0.01
H -5.491883 3.752266 -3.653337 -0.01 0.01 0.00
H -5.722383 4.827317 -4.987039 -0.01 0.05 0.01
N -1.107674 -4.255621 3.877735 -0.04 0.00 -0.15
C -0.679806 -5.451634 4.373675 -0.02 0.12 -0.07
N -0.316920 -5.434697 5.696372 0.03 -0.12 0.12
O -0.622643 -6.463572 3.697267 -0.01 -0.03 0.07
H -1.161654 -3.415489 4.420018 0.05 -0.03 0.04
H -1.381007 -4.232419 2.908311 -0.07 -0.11 0.01
H 0.002697 -6.297661 6.093787 0.00 0.01 -0.02
H -0.354133 -4.616787 6.272883 0.01 0.02 -0.04
N 6.536423 -6.343392 0.342263 -0.04 -0.13 0.05
C 6.038767 -5.824212 -0.818144 0.08 0.10 0.06
N 6.730970 -4.760323 -1.321284 -0.03 0.01 -0.12
O 5.046733 -6.278459 -1.364390 -0.11 0.03 -0.05
H 7.348082 -5.986750 0.808509 -0.01 0.03 -0.02
H 6.049761 -7.125204 0.739581 -0.02 0.03 0.00
H 6.390947 -4.353234 -2.172962 0.00 0.02 0.02
H 7.546632 -4.371918 -0.888312 -0.01 -0.01 0.02
N -5.929622 -0.130085 3.463325 0.02 0.02 -0.14
C -5.500074 -1.326660 3.961013 -0.04 0.08 0.10
N -5.141282 -1.313654 5.277444 0.08 -0.10 0.06
O -5.441281 -2.336329 3.277750 0.07 0.02 -0.04
H -5.986341 0.710660 4.005550 0.01 -0.02 0.02
H -6.202984 -0.107204 2.498461 -0.04 -0.02 0.02
H -4.822572 -2.178811 5.672891 -0.03 -0.01 -0.01
H -5.181879 -0.497898 5.857764 -0.03 0.01 -0.03